{"formula": "C41H49F27O25", "method": "wB97M-V/def2-TZVPD", "de_lowest_kcal_mol": 4.2, "largest_force_ha_per_bohr": 0.1130, "smiles": "O=C1OC[C@@H](F)O1.O=C1OC[C@@H](F)O1.O=C1OC[C@@H](F)O1.CCOC(=O)C(F)(F)F.CCOC(=O)C(F)(F)F.CCOC(=O)C(F)(F)F.CCOC(=O)C(F)(F)F.CCOC(=O)C(F)(F)F.CCOC(=O)C(F)(F)F.CCOC(=O)C(F)(F)F.CCOC(=O)C(F)(F)F", "orbital_gap_ev": 11.050, "symbols": ["C", "C", "O", "C", "O", "O", "F", "H", "H", "H", "C", "C", "O", "C", "O", "O", "F", "H", "H", "H", "C", "C", "O", "C", "O", "O", "F", "H", "H", "H", "C", "C", "O", "C", "O", "C", "F", "F", "F", "H", "H", "H", "H", "H", "C", "C", "O", "C", "O", "C", "F", "F", "F", "H", "H", "H", "H", "H", "C", "C", "O", "C", "O", "C", "F", "F", "F", "H", "H", "H", "H", "H", "C", "C", "O", "C", "O", "C", "F", "F", "F", "H", "H", "H", "H", "H", "C", "C", "O", "C", "O", "C", "F", "F", "F", "H", "H", "H", "H", "H", "C", "C", "O", "C", "O", "C", "F", "F", "F", "H", "H", "H", "H", "H", "C", "C", "O", "C", "O", "C", "F", "F", "F", "H", "H", "H", "H", "H", "C", "C", "O", "C", "O", "C", "F", "F", "F", "H", "H", "H", "H", "H"], "xyz": [[1.5924, -5.5592, 4.4410], [1.5661, -4.1744, 3.7960], [2.6741, -4.2836, 2.9967], [3.5217, -5.2809, 3.3952], [4.6301, -5.5733, 2.9711], [2.9240, -5.8705, 4.4358], [1.7631, -3.2091, 4.6526], [0.9750, -6.2827, 3.9086], [1.3123, -5.5470, 5.4943], [0.6509, -4.1302, 3.2055], [-0.3888, -8.3456, -0.1601], [-0.6653, -8.7419, 1.2262], [-1.4459, -7.5858, 1.5628], [-0.8703, -6.5396, 0.9736], [-0.8825, -5.3938, 1.4340], [-0.2197, -6.9164, -0.1600], [0.4033, -8.8552, 1.9861], [-1.2131, -8.6578, -0.8013], [0.5003, -8.8551, -0.5316], [-1.1272, -9.7272, 1.1636], [-2.1034, 2.0770, -3.2537], [-2.8312, 2.9423, -4.2953], [-3.0606, 4.1049, -3.5121], [-3.0492, 3.8005, -2.2287], [-3.3063, 4.6496, -1.3710], [-2.6170, 2.5553, -2.0614], [-3.9772, 2.4128, -4.4275], [-1.0389, 2.3087, -3.2892], [-2.2217, 0.9958, -3.3257], [-2.3043, 3.0493, -5.2435], [-5.8125, 0.1768, -1.0611], [-5.8690, -0.2598, 0.3935], [-4.8916, -1.3521, 0.6158], [-4.6586, -1.6940, 1.8891], [-5.0464, -1.0521, 2.9105], [-3.6336, -2.8551, 1.9717], [-2.7046, -2.7501, 2.9458], [-4.3499, -3.9737, 2.2409], [-3.0005, -3.0243, 0.8337], [-4.8261, 0.5716, -1.3048], [-6.6003, 0.9053, -1.2531], [-6.0272, -0.7304, -1.6259], [-6.8653, -0.6277, 0.6387], [-5.8183, 0.5341, 1.1387], [-2.7953, -2.6124, -2.1865], [-2.4847, -4.0739, -2.1020], [-3.1627, -4.7442, -3.1171], [-2.9955, -6.0695, -3.2528], [-2.3688, -6.8733, -2.5498], [-3.9227, -6.6865, -4.3703], [-4.8196, -7.6277, -3.9242], [-4.6203, -5.6757, -4.9685], [-3.2286, -7.2255, -5.3307], [-3.8843, -2.5797, -2.2194], [-2.4462, -2.2678, -3.1599], [-2.3621, -1.9971, -1.3980], [-2.7465, -4.5283, -1.1464], [-1.4357, -4.2980, -2.2960], [3.7235, -0.9529, -2.0293], [5.2590, -1.2177, -2.2819], [5.4938, -1.7128, -3.5604], [5.1504, -0.9942, -4.7471], [4.7997, 0.2068, -4.6982], [5.4467, -1.6857, -6.0922], [6.4139, -1.1138, -6.6829], [5.7014, -2.9957, -5.8602], [4.3868, -1.5202, -6.8969], [3.1704, -1.8491, -2.3103], [3.1653, -0.2182, -2.6096], [3.5792, -0.7251, -0.9732], [5.6818, -2.0002, -1.6516], [5.8634, -0.3368, -2.0656], [3.2665, 4.0428, -1.3896], [3.5175, 4.2907, -2.8928], [2.8123, 5.5369, -3.2276], [1.4752, 5.6176, -3.2598], [0.8001, 4.6070, -3.1298], [0.9064, 7.0090, -3.5541], [0.0425, 6.8999, -4.5715], [0.1384, 7.4173, -2.5624], [1.8531, 7.8877, -3.8302], [3.6993, 4.8086, -0.7459], [3.7517, 3.0801, -1.2290], [2.1957, 3.9056, -1.2395], [3.2282, 3.4444, -3.5159], [4.5957, 4.2402, -3.0446], [0.3123, 5.1473, 0.7240], [1.5913, 5.4805, 1.5687], [1.6516, 6.8791, 1.7526], [2.0637, 7.7209, 0.7997], [2.3843, 7.3726, -0.3314], [2.1043, 9.1852, 1.3002], [3.3069, 9.5336, 1.6775], [1.8195, 10.0117, 0.3186], [1.2091, 9.4255, 2.2773], [-0.5328, 5.7334, 1.0851], [0.1432, 4.0757, 0.8298], [0.4436, 5.4210, -0.3229], [2.4621, 5.0919, 1.0407], [1.6023, 5.1425, 2.6049], [1.3617, -3.3538, -0.5586], [0.4650, -2.4489, 0.2508], [0.8162, -1.0936, 0.1315], [0.5050, -0.3128, -0.9827], [-0.2572, -0.6909, -1.8734], [1.0403, 1.1154, -0.9032], [1.4667, 1.3531, -2.1812], [0.0184, 1.9754, -0.6007], [2.0248, 1.2628, 0.0000], [1.1153, -4.3974, -0.3629], [2.3971, -3.2669, -0.2293], [1.2267, -3.0249, -1.5890], [0.5924, -2.7470, 1.2915], [-0.5780, -2.6562, 0.0113], [-2.7213, 1.5143, 1.8172], [-3.5785, 2.3079, 2.8404], [-3.8507, 3.6119, 2.3862], [-4.8605, 3.8948, 1.5042], [-5.6352, 3.0542, 1.0489], [-5.1258, 5.3826, 1.2271], [-3.9825, 6.0597, 1.1384], [-6.0065, 5.4772, 0.2145], [-5.7652, 5.9152, 2.3139], [-2.3359, 0.5401, 2.1181], [-1.8752, 2.0676, 1.4097], [-3.3902, 1.1837, 1.0226], [-3.0071, 2.4577, 3.7565], [-4.5069, 1.8251, 3.1454], [4.9465, 1.5583, 6.1578], [4.6869, 0.0834, 6.1599], [3.8036, -0.3244, 5.0764], [2.4634, 0.0065, 5.2397], [2.0126, 0.5891, 6.1942], [1.4907, -0.3479, 4.0564], [1.1504, 0.8318, 3.4175], [2.0563, -1.2214, 3.1280], [0.3957, -0.9336, 4.5463], [5.3631, 1.7323, 5.1657], [5.6602, 1.7630, 6.9559], [4.0339, 2.0924, 6.4223], [4.2722, -0.2323, 7.1171], [5.6178, -0.4727, 6.0486]]}